ORCA calculation (ωB97M-V/def2-TZVPD) on a structure of composition C35H37IN4O3Ti.

XYZ file:
```
81
Properties=species:S:1:pos:R:3:mulliken_charge:R:1
H 1.0780 -0.7685 3.5922 0.554
H 4.7526 2.0798 3.8825 0.461
C 2.7507 2.0056 3.1816 0.615
H -2.5609 -1.8003 3.3823 0.390
C -3.8325 1.0714 -3.5011 -0.902
H -1.6381 2.0607 5.0127 0.350
H 1.3043 -1.1449 -2.4950 0.594
C 0.3598 -0.8100 -2.8742 -0.624
C -3.2054 -2.1649 -0.2613 -2.378
N -1.3348 -0.3094 -4.1273 -0.018
C 2.2320 2.2005 -3.5387 -0.491
H -5.7379 1.9416 -3.9177 0.464
H -3.6973 -3.0912 0.0449 0.354
Ti -0.5840 0.2018 0.1157 -0.961
C 1.8209 1.6353 2.1975 0.268
H -0.3469 -4.1565 -2.0084 0.446
C -2.8840 0.7413 -2.5307 0.485
C -3.1461 1.0546 -1.2043 0.035
O -2.2415 0.7446 -0.2450 0.906
H -2.0310 -4.0176 -1.5541 0.511
C 3.3651 1.4691 -3.8768 -0.772
C -0.1841 -1.5312 2.0000 1.102
C -4.3322 1.6801 -0.8489 -0.946
C 2.2457 2.4171 4.3932 -1.199
H -3.6118 -1.3441 2.0534 0.398
O 4.5247 0.6635 2.3636 -0.451
C -2.6285 -1.1913 2.4799 -2.027
C 2.2696 -1.9739 1.7150 -1.628
C 0.4688 1.7025 2.4762 0.681
H -1.9426 -0.2110 -4.9235 0.188
N 1.5226 0.8953 -0.1227 1.167
H 5.4814 0.5586 2.3114 0.311
H -4.4957 1.9151 0.1955 0.538
C 0.8648 -1.9537 1.1678 1.291
C 0.0853 -1.1814 3.4365 -2.157
H 4.8097 0.0244 -3.2168 0.478
H 0.3749 -1.2546 -5.0430 0.496
C 1.6362 2.0025 -2.3061 0.237
C -1.7926 -2.1127 0.2588 1.770
H 1.8249 2.9305 -4.2249 0.513
H 2.5314 -2.3697 -0.9958 0.459
C -1.5186 -1.5827 1.5372 0.347
C -0.7565 -2.6642 -0.5095 0.766
H 3.2435 1.7000 0.5746 0.684
N 0.9308 2.5535 4.6332 -0.561
H 0.0197 -2.0974 4.0316 0.435
C 1.7096 -3.0794 -0.9179 -2.614
C -0.0793 -0.8694 -4.1472 -1.757
H 1.4019 -3.3409 -1.9236 0.497
H 2.9096 2.6755 5.2093 0.419
O -0.4295 1.2640 1.5832 -0.371
C 2.2407 1.3725 0.8385 -0.533
C -1.4073 2.4427 4.0192 -1.181
H 2.1084 -3.9762 -0.4380 0.437
I -0.0341 3.1477 -1.7611 0.217
C -1.1236 -3.4468 -1.7417 -1.914
H -0.6449 -0.4836 3.8359 0.511
H -6.1864 2.4856 -1.5346 0.505
H 2.5804 -1.0218 2.1393 0.212
C 4.2316 1.9401 2.9343 -0.887
H -3.6458 0.8552 -4.5454 0.410
C -5.0155 1.6913 -3.1541 -1.010
H 3.7302 -0.2957 -1.0041 0.598
H 4.5460 2.7439 2.2593 0.358
N -0.5958 -0.2013 -2.0723 2.343
H -2.0556 1.9831 3.2774 0.120
H 3.8316 1.6281 -4.8396 0.478
C -5.2642 1.9959 -1.8167 -0.721
C 3.3060 0.3855 -1.7343 0.337
H 2.3224 -2.7115 2.5202 0.387
C -1.6290 0.0840 -2.8753 0.042
C 2.1494 1.0795 -1.4082 -1.300
H 3.0053 -2.2559 0.9706 0.489
H -2.5438 -0.1476 2.7822 0.200
C 0.5788 -2.5168 -0.0938 1.474
C 3.9097 0.5709 -2.9689 -1.011
C 0.0469 2.2341 3.7111 0.406
H -3.2212 -2.1242 -1.3485 0.533
H -3.8000 -1.3342 0.1051 0.541
H -1.3062 -2.8056 -2.6058 0.201
H -1.6207 3.5131 4.0340 0.406
```

Calculated values
Total charge: +2
E: -80205.430 eV
HOMO-LUMO gap: 7.1 eV
Energy above the lowest of the compared OMol25 structures with the same formula, charge and spin: 0.0 kJ/mol
HOMO level: -13.85 eV

ORCA calculation (ωB97M-V/def2-TZVPD) on the molecule C4H7FN2.

XYZ file:
```
14
Properties=species:S:1:pos:R:3:mulliken_charge:R:1
N -1.5511 0.2504 -0.2573 -0.240
C -0.7841 0.2039 1.8676 -0.307
H -0.7493 -0.2232 2.8401 0.314
H -2.4150 -0.0729 -0.7041 0.285
H -0.1938 1.1099 1.6258 0.312
F 0.8522 1.7030 -0.6935 -0.260
H 2.8975 0.2630 -0.1646 0.308
C 2.0022 -0.2889 -0.3759 -0.861
H -0.6482 0.0025 -2.0619 0.362
C 0.8855 0.3588 -0.6781 0.420
C -0.4308 -0.2512 -1.0604 -0.417
H 2.0289 -1.3681 -0.3446 0.261
H -0.3195 -1.3348 -1.0290 0.320
N -1.5744 -0.3525 1.0359 -0.496
```

Calculated values
E: -9956.885 eV
HOMO-LUMO gap: 10.0 eV
Energy above the lowest of the compared OMol25 structures with the same formula, charge and spin: 183.0 kJ/mol
SMILES: C=NNCC(=C)F
HOMO level: -8.95 eV

ORCA calculation (ωB97M-V/def2-TZVPD) on a cluster of 2 separate species, ClF2OS in total.

XYZ file:
```
5
Properties=species:S:1:pos:R:3:lowdin_spin:R:1
O 1.1748 -1.3168 -0.0306 0.092
S -0.0115 -1.2697 0.6848 0.100
F -0.8641 1.5319 -1.1246 0.485
F 0.4103 -0.8609 2.1496 0.014
Cl -1.1735 2.8431 -2.1977 1.310
```

Calculated values
Total charge: +1
Multiplicity: 3
E: -30824.714 eV
HOMO-LUMO gap (spin up / spin down): 3.7 / 7.6 eV
Energy above the lowest of the compared OMol25 structures with the same formula, charge and spin: 8.9 kJ/mol
HOMO level (spin up / spin down): -13.29 / -16.33 eV

ORCA calculation (ωB97M-V/def2-TZVPD) on a cluster of 5 separate species, C22H39FN2O14S2 in total.

XYZ file:
```
80
Properties=species:S:1:pos:R:3:mulliken_charge:R:1
N 2.1059 -1.7175 2.4479 -0.269
H 0.1542 10.3285 -4.6955 0.373
O -3.0766 -3.9826 3.5823 -0.512
S 4.5896 -1.6635 1.6283 0.986
H 1.7057 10.7126 -3.9184 0.349
H -1.7031 -2.0469 1.3217 -0.031
H -3.8026 -5.2416 -1.3227 0.246
O 2.3613 3.1125 -4.9995 -0.328
O 5.0591 -0.2439 2.0961 -0.553
H -0.5656 -3.5281 6.9988 0.317
C 1.3452 2.3313 -4.5232 0.641
H -1.7619 -5.6012 6.7375 0.238
H 0.3323 -1.8054 -0.2849 -0.502
O 2.7850 8.2500 -4.3966 -0.332
H 1.3400 -0.1168 3.7661 0.369
O 0.5167 1.7748 -5.2232 -0.582
H -0.2418 -2.8873 2.1633 0.049
C 2.6286 2.8036 -2.7644 0.669
F 5.0755 -2.8282 2.8274 -0.291
H 2.8081 -1.7158 3.2430 0.281
O -3.2970 -4.6832 5.7518 -0.342
C 1.0273 9.8988 -4.1959 -1.438
H 2.1808 9.4260 -5.9530 0.242
H 3.4616 3.9741 -1.1435 0.382
H -2.4036 -4.6066 8.9963 0.373
C -3.9669 -3.9593 0.4040 -0.673
H 1.8837 0.3953 2.0057 0.216
H -4.7137 -3.3570 0.9331 0.298
C -4.4102 -4.4053 -0.9563 0.574
H -3.6679 -4.7976 1.0399 0.357
H 1.1208 -0.7959 -3.2037 0.287
H -1.6775 -2.0187 3.2058 0.028
H 3.5901 -3.8051 0.7499 0.453
C 0.8755 7.7625 -5.5269 -0.471
H -6.5104 -3.8897 -0.8067 0.365
C -2.3792 -4.6998 6.8325 0.494
C 0.2797 -0.9871 -2.4127 -0.743
C -3.1050 -4.7027 8.1624 -1.455
N 2.8559 -1.7220 1.2827 0.113
H 0.3109 7.9882 -6.4361 0.313
C 2.9216 3.7661 -3.8750 -0.331
H 0.7058 9.4281 -3.2605 0.354
O -2.8550 -3.1343 0.1062 -0.126
H 0.1582 0.0309 -1.8036 0.148
C -3.0727 -2.6338 -1.1475 0.397
C 0.5893 -2.2134 -1.3584 0.416
O 5.4552 -2.0092 0.3589 -0.524
C -0.2414 -0.5001 2.1371 -0.457
H -3.8364 -3.8891 8.2176 0.356
H 3.3594 1.9863 -2.7377 0.259
O -1.5428 -3.3894 5.1753 -0.200
H -0.7754 -1.1935 -2.8980 0.241
C -5.8817 -4.7588 -1.0289 -1.486
H -6.1301 -5.5642 -0.3317 0.371
C -0.9604 -1.9684 2.2530 0.193
C -1.5775 -3.4572 6.5895 -0.544
O 1.8247 6.7392 -5.7672 -0.271
O -4.1191 -3.2711 -1.7557 -0.363
C 1.7397 8.9075 -5.0933 0.484
C 2.6922 -3.0762 0.5611 -0.612
C 1.3167 -0.4420 2.6401 -0.536
C 2.5312 3.4605 -1.4026 -1.413
H 2.3226 2.7084 -0.6342 0.238
O 1.3797 2.2597 -3.1576 -0.327
H -0.8511 0.2241 2.8647 0.425
O -2.4218 -1.7364 -1.6545 -0.535
H -3.6661 -5.6353 8.2847 0.352
H 2.4273 4.7366 -3.7562 -0.058
H -6.1431 -5.0820 -2.0422 0.358
H 1.7278 -3.5787 1.0152 0.277
C -2.6745 -4.0163 4.7326 0.608
S 2.4263 -2.7026 -1.2939 -0.127
H 1.7061 4.1801 -1.3668 0.364
H 0.1827 7.4176 -4.7514 0.308
H -2.0542 -2.5465 6.9686 0.312
C 2.8908 7.0051 -4.9534 0.706
H -0.0994 -3.1522 -1.5412 0.252
H 3.9946 3.9261 -4.0148 0.422
O 3.8121 6.2334 -4.7492 -0.554
H -0.3721 -0.0084 1.0575 0.134
```

Calculated values
E: -79473.663 eV
HOMO-LUMO gap: 7.7 eV
SMILES: CCCNN(CSCC)S(=O)(=O)F.C[C@@H]1COC(=O)O1.C[C@@H]1COC(=O)O1.C[C@@H]1COC(=O)O1.C[C@@H]1COC(=O)O1
HOMO level: -8.52 eV

> The highest E belongs to which entry?

C4H7FN2

> E of number 4 (C22H39FN2O14S2)?

-79473.663 eV